Formula: C5H21NO8
Source: the OMol25 dataset
Level of theory: ωB97M-V/def2-TZVPD

- structure (SMILES) = C=NCCCC(=O)O.O.O.O.O.O.O
- HOMO (eV) = -10.267
- gap between HOMO and LUMO (eV) = 10.57
- lowest unoccupied orbital energy (eV) = 0.3
- energy above the lowest of the compared OMol25 structures with the same formula, charge and spin (kcal/mol) = 55.54
- charge = 0

Geometry as XYZ:
```
35
Properties=species:S:1:pos:R:3:forces:R:3:lowdin_charge:R:1
O -3.98694 -1.48824 -0.38902 -0.6699 0.8055 0.2798 0.111
C -3.00578 -0.83951 -0.61673 2.2715 -0.6954 -0.9121 -0.443
O -1.88091 -1.55073 -1.08093 -1.4194 0.8995 0.0609 0.038
C -2.60475 0.62014 -0.39425 -0.0280 -0.1728 0.5188 -0.076
C -1.06910 0.68235 -0.16006 -0.8674 1.0820 0.1083 -0.177
C -0.58158 2.11162 0.10844 0.4185 1.5039 0.7004 -0.228
C -0.09288 3.05068 2.22230 -0.2596 0.4280 -0.4793 -0.039
N 0.19281 2.19074 1.35130 0.3367 -0.8197 0.2092 -0.049
H -2.25540 -2.42421 -1.25530 0.3873 -0.2468 -0.2207 0.106
H -3.00041 1.36345 -1.09398 0.2028 -0.6449 -0.6143 0.130
H -3.11443 0.94411 0.51242 0.0155 -0.1815 0.3319 0.125
H -0.50858 0.27456 -0.98645 -0.0231 -0.3563 -0.0423 0.100
H -0.94244 0.09141 0.74641 0.6061 -0.0775 -0.1479 0.119
H -1.37257 2.89048 0.14257 -0.1864 -0.5410 -0.0426 0.107
H 0.13904 2.53532 -0.61471 -0.3775 -0.7197 -0.2570 0.123
H -0.92367 3.74638 2.04962 -0.0492 0.0536 0.1725 0.074
H 0.49922 3.20051 3.12485 0.0053 -0.3198 -0.1428 0.075
H 0.69196 -4.03427 -0.27524 0.1643 -0.4306 -0.4927 0.020
H -0.55323 -4.04900 0.68218 0.8693 0.2934 -0.7135 0.012
O 0.33544 -3.65540 0.51935 -0.7506 0.1944 0.9310 -0.069
H 2.11126 -0.99620 0.95974 -0.1500 0.0062 0.0130 0.063
H 1.63017 0.42664 0.55711 0.1344 -0.2261 0.2045 0.017
O 2.16942 -0.33073 0.26610 -0.0114 0.7326 0.2301 -0.059
H -2.10163 -3.49021 1.62905 -0.3027 0.2244 0.0640 0.055
H -2.89449 -3.07586 0.35433 0.0791 -0.6504 0.8145 0.015
O -2.48757 -3.84003 0.81931 -0.2329 0.2495 -0.3347 -0.052
H 3.57386 1.51233 1.45813 0.0016 0.1056 -0.0128 0.007
H 4.16609 2.48767 0.45330 -0.2158 0.0476 0.5756 0.042
O 3.84956 2.43433 1.37476 0.1939 -0.1661 -0.6304 -0.075
H 2.35297 1.92469 -3.37815 0.1803 0.2604 -0.0805 0.038
H 2.71540 1.09430 -2.20145 0.2013 -0.0761 0.2712 0.013
O 2.95866 1.92377 -2.62703 -0.4081 -0.2478 -0.1063 -0.057
H 2.70327 -1.52437 -1.38934 -0.1177 0.5302 0.5897 -0.003
H 1.22366 -2.03737 -1.20698 0.4690 0.4694 0.2356 0.002
O 2.06355 -2.16937 -1.66164 -0.4674 -1.3138 -1.0811 -0.065
```
Positions in Å, forces in eV/Å.